A cluster of 3 separate species, C15H40BN2O2S in total in a non-equilibrium geometry. Source: the OMol25 dataset; level of theory: wB97M-V/def2-TZVPD.

```
61
Properties=species:S:1:pos:R:3:nbo_charge:R:1
C 2.60601 -0.01642 -0.40330 -0.44
N 1.50105 0.46112 0.50704 -0.62
C 0.19566 0.32415 -0.13047 -0.34
S -0.63481 -1.29175 0.25221 0.64
N -0.99953 -1.94577 -1.33108 -0.89
B 0.52910 -2.44779 1.20469 1.00
O 0.00069 -3.04348 2.35238 -0.80
O 1.85518 -2.71989 0.88509 -0.70
C 1.99789 -3.46087 -0.34382 -0.26
H 3.25773 0.80806 -0.75417 0.23
H 2.16663 -0.58459 -1.25227 0.19
H 3.22500 -0.70140 0.22207 0.23
H 1.65158 1.47151 0.54759 0.39
H 0.26282 0.48686 -1.23625 0.24
H -0.50015 1.10929 0.25215 0.25
H -1.93654 -1.59289 -1.54881 0.41
H -1.03803 -2.95975 -1.19843 0.40
H -0.79335 -2.53490 2.58067 0.50
H 2.31303 -4.51356 -0.16215 0.22
H 2.77903 -2.96165 -0.96438 0.21
H 1.07435 -3.50966 -0.96455 0.16
C -5.35762 -0.85056 -0.36534 -0.61
C -6.59529 -1.49542 -0.97602 -0.40
C -6.27611 -2.39931 -2.16709 -0.40
C -5.63797 -1.69285 -3.36626 -0.39
C -6.45365 -0.53842 -3.94858 -0.40
C -7.80630 -0.97585 -4.49701 -0.61
H -4.84722 -0.19909 -1.07947 0.19
H -5.63401 -0.24123 0.49740 0.22
H -4.65009 -1.61478 -0.02614 0.18
H -7.30946 -0.71984 -1.26261 0.21
H -7.08915 -2.09717 -0.20809 0.21
H -7.19506 -2.89895 -2.48528 0.21
H -5.60212 -3.19815 -1.83711 0.19
H -5.46249 -2.43527 -4.15187 0.21
H -4.64687 -1.31668 -3.08459 0.17
H -5.87818 -0.08167 -4.75916 0.20
H -6.59773 0.24436 -3.19782 0.19
H -7.68276 -1.72166 -5.28566 0.21
H -8.33408 -0.12174 -4.92500 0.22
H -8.44320 -1.39949 -3.71890 0.20
C 5.13585 5.09713 1.91840 -0.61
C 5.98855 3.86886 1.62221 -0.40
C 5.16859 2.58706 1.47772 -0.39
C 4.39518 2.16289 2.72953 -0.40
C 5.25019 1.94891 3.97805 -0.40
C 6.27395 0.83108 3.82097 -0.61
H 4.60375 5.00138 2.86666 0.20
H 5.76404 5.98727 1.98226 0.22
H 4.40081 5.26055 1.12622 0.20
H 6.74777 3.75202 2.39952 0.20
H 6.53098 4.03910 0.68770 0.21
H 5.83604 1.77586 1.16949 0.20
H 4.45294 2.71368 0.65542 0.18
H 3.85475 1.23448 2.50604 0.19
H 3.62567 2.90913 2.95329 0.20
H 4.58816 1.70267 4.81335 0.20
H 5.75893 2.87618 4.25515 0.20
H 5.78131 -0.11792 3.59358 0.20
H 6.83667 0.70134 4.74722 0.22
H 6.99190 1.04553 3.02762 0.20
```

Calculated values
- multiplicity = 1
- E (eV) = -34784.9405
- charge = +1